Record 1
19
Properties=species:S:1:pos:R:3 method="wB97M-V/def2-TZVPD" lumo_energy_ev="-0.199 / 0.447" smiles="CN(C)[P@H](C)=NN" homo_ev="-7.1 / -7.3" relative_energy_kj_mol=200.9
P 0.712 -0.114 -0.290
N 3.119 1.055 0.399
N 2.402 -0.073 0.187
N -1.467 0.014 -0.305
C -1.854 -0.415 1.010
C -1.676 1.414 -0.651
C 0.713 -1.948 -0.440
H -2.325 1.692 0.158
H -0.745 1.960 -0.675
H 0.987 -2.125 -1.465
H 0.737 0.508 -1.635
H -2.860 -0.671 0.813
H 1.493 -2.347 0.131
H -0.313 -2.267 -0.054
H 3.651 0.818 1.191
H -1.961 0.384 1.672
H -1.374 -1.260 1.526
H 2.899 1.983 0.090
H -2.139 1.391 -1.660

Record 2
19
Properties=species:S:1:pos:R:3 method="wB97M-V/def2-TZVPD" lumo_energy_ev="1.012 / 0.974" homo_ev="-6.9 / -7.1" relative_energy_kj_mol=575.9
N -1.097 -0.174 0.144
N 1.910 -0.338 -0.766
N 2.796 -0.655 0.179
N 0.088 0.315 0.628
C -1.172 -1.624 0.347
C 0.270 1.706 0.579
C -1.794 0.514 -0.907
H -1.271 1.471 -1.277
H 1.094 1.800 1.374
H -0.897 -1.935 1.356
H 1.149 -0.980 -0.696
H 2.507 -0.924 1.073
H -0.589 2.165 0.931
H -0.455 -2.288 -0.330
H -2.069 -1.885 0.010
H 0.456 2.273 -0.426
H -2.829 0.709 -0.683
H 3.608 -0.075 0.266
H -1.704 -0.076 -1.802

Record 3
19
Properties=species:S:1:pos:R:3 method="wB97M-V/def2-TZVPD" lumo_energy_ev=0.881 smiles="CN=C(N)N.CN" homo_ev=-8.3 relative_energy_kj_mol=10.3
N -1.147 1.556 -0.387
N 2.113 0.909 -0.512
N -2.450 -0.211 0.244
N -0.207 -0.030 1.025
C -1.320 0.368 0.315
C -2.656 -1.488 0.875
C 2.782 -0.268 -1.048
H -3.667 -1.813 0.626
H 3.369 -0.729 -0.254
H -1.951 -2.253 0.521
H 1.534 1.335 -1.230
H 2.797 1.597 -0.215
H -2.031 1.939 -0.689
H -2.570 -1.424 1.966
H 2.024 -0.977 -1.377
H 3.449 -0.057 -1.894
H -0.189 -1.007 1.272
H 0.681 0.325 0.675
H -0.562 2.228 0.087

Record 4
19
Properties=species:S:1:pos:R:3 method="wB97M-V/def2-TZVPD" lumo_energy_ev=0.899 homo_ev=-7.5 relative_energy_kj_mol=186.4
N 2.325 0.571 -0.923
N 0.489 1.142 0.384
N -1.919 0.553 -0.728
N -2.689 1.598 -0.071
C 1.174 0.273 -0.226
C 1.150 -1.320 0.181
C -0.019 -1.666 1.088
H 0.815 2.100 0.283
H 2.100 -1.509 0.692
H -3.585 1.188 0.198
H -1.045 0.981 -1.042
H -2.213 1.783 0.811
H 2.982 -0.156 -1.149
H 0.099 -2.674 1.487
H 1.152 -1.950 -0.715
H -2.348 0.218 -1.602
H -0.090 -0.977 1.927
H -0.940 -1.686 0.511
H 2.561 1.532 -1.106

Record 5
19
Properties=species:S:1:pos:R:3 method="wB97M-V/def2-TZVPD" lumo_energy_ev=0.986 smiles="CN(N)NN.C=C" homo_ev=-8.7 relative_energy_kj_mol=453.3
N -0.549 -1.795 0.793
N -0.398 -0.617 0.055
N -0.925 1.640 0.791
N -1.495 0.400 0.474
C -2.494 0.574 -0.558
C 2.475 0.049 0.120
C 3.339 -0.364 -0.784
H -0.335 1.525 1.608
H -0.356 2.014 0.025
H 4.377 -0.059 -0.783
H 2.753 0.732 0.912
H -0.447 -0.801 -0.948
H 3.048 -1.058 -1.562
H -2.985 -0.381 -0.744
H -0.644 -1.611 1.788
H -1.362 -2.365 0.557
H -3.226 1.305 -0.216
H -2.059 0.954 -1.498
H 1.284 -0.143 -0.029

Record 6
19
Properties=species:S:1:pos:R:3 method="wB97M-V/def2-TZVPD" lumo_energy_ev=1.032 homo_ev=-7.8 relative_energy_kj_mol=493.9
N -0.727 -0.580 0.595
N 0.556 0.429 -0.235
N -1.737 -0.201 -0.189
N -2.586 0.755 0.396
C 1.562 -0.070 -1.145
C -0.350 -1.964 0.383
C 1.123 1.374 0.700
H 2.405 -0.546 -0.618
H 0.331 1.763 1.342
H -0.227 -2.212 -0.678
H -2.853 1.495 -0.249
H 1.124 -0.792 -1.837
H 1.578 2.226 0.175
H 1.972 0.746 -1.756
H 1.910 0.924 1.325
H 0.582 -2.141 0.917
H -1.343 0.112 -1.110
H -2.185 1.273 1.176
H -1.136 -2.593 0.806

Record 7
20
Properties=species:S:1:pos:R:3 method="wB97M-V/def2-TZVPD" lumo_energy_ev=0.926 homo_ev=-7.5 relative_energy_kj_mol=190.6
O -1.290 -0.461 -1.331
N -0.249 1.782 -0.054
N 1.403 -1.727 0.693
N 1.595 -0.253 -1.272
N -1.178 -2.107 0.207
C -0.589 -1.181 -0.596
C 0.774 -0.751 -0.183
C -1.097 2.330 1.006
H -0.817 1.236 -0.741
H -1.937 2.909 0.611
H -2.183 -2.187 0.202
H 1.241 0.009 -2.191
H 2.377 -0.822 -1.587
H -0.504 2.984 1.646
H 0.416 0.516 0.262
H -0.650 -2.449 0.998
H -1.488 1.496 1.590
H 2.197 -1.330 1.184
H 1.771 -2.510 0.149
H 0.207 2.516 -0.594

Repeat the seventh record exactly.
20
Properties=species:S:1:pos:R:3 method="wB97M-V/def2-TZVPD" lumo_energy_ev=0.926 homo_ev=-7.5 relative_energy_kj_mol=190.6
O -1.290 -0.461 -1.331
N -0.249 1.782 -0.054
N 1.403 -1.727 0.693
N 1.595 -0.253 -1.272
N -1.178 -2.107 0.207
C -0.589 -1.181 -0.596
C 0.774 -0.751 -0.183
C -1.097 2.330 1.006
H -0.817 1.236 -0.741
H -1.937 2.909 0.611
H -2.183 -2.187 0.202
H 1.241 0.009 -2.191
H 2.377 -0.822 -1.587
H -0.504 2.984 1.646
H 0.416 0.516 0.262
H -0.650 -2.449 0.998
H -1.488 1.496 1.590
H 2.197 -1.330 1.184
H 1.771 -2.510 0.149
H 0.207 2.516 -0.594